Here is a molecular structure, C22H38O3P2SV from the OMol25 dataset. Energies are from the ωB97M-V functional and the def2-TZVPD basis.

Structure (XYZ):
```
67
Properties=species:S:1:pos:R:3:forces:R:3:lowdin_spin:R:1
P -2.151 1.274 0.357 0.856 -0.808 -1.413 0.013
P 1.283 -1.384 0.660 -0.597 -0.559 -1.412 0.001
C -1.031 0.107 -0.592 -0.387 0.031 -0.441 0.050
C -0.514 -1.232 -0.038 0.447 0.233 0.723 0.018
H -0.157 0.639 -1.038 -0.676 0.380 0.435 0.018
H -1.735 -0.180 -1.434 -0.098 0.377 0.295 -0.003
H -1.228 -1.683 0.676 0.490 0.127 -0.140 0.003
H -0.513 -1.897 -0.934 0.355 -0.479 0.706 -0.001
C 2.409 -1.595 -0.726 -0.344 0.083 -0.161 0.010
H 3.451 -1.638 -0.388 -0.257 0.054 0.162 0.001
H 2.288 -0.738 -1.413 0.123 -0.426 0.155 0.006
H 2.160 -2.538 -1.240 0.026 0.452 0.035 0.001
C 1.186 -2.933 1.561 -0.045 -0.245 0.384 0.000
H 1.656 -3.720 0.958 0.000 0.223 0.080 0.000
H 0.144 -3.238 1.732 0.298 0.229 0.018 0.000
H 1.704 -2.882 2.525 -0.054 0.062 -0.188 0.000
C -1.997 2.732 -0.720 0.067 0.425 0.086 0.001
H -2.478 3.627 -0.286 0.240 -0.383 -0.148 0.000
H -2.494 2.510 -1.691 0.196 -0.084 0.675 0.000
H -0.929 2.937 -0.939 -0.579 -0.060 0.351 0.000
C -3.869 0.713 0.348 0.018 -0.082 0.027 0.005
H -3.947 -0.272 0.829 0.003 0.295 -0.087 0.000
H -4.261 0.647 -0.675 0.201 0.030 0.185 0.000
H -4.486 1.437 0.905 0.250 -0.223 -0.108 0.001
V -0.475 -0.722 -2.816 1.852 1.519 2.884 1.405
C -0.092 -2.607 -3.445 0.658 -0.804 0.325 -0.117
C 0.942 -1.652 -3.812 0.555 -1.038 -0.270 -0.101
C 0.909 -0.892 -5.090 0.500 0.196 -1.183 -0.021
C -0.394 -0.127 -5.424 0.176 0.246 -1.918 -0.011
C -1.274 0.300 -4.302 -0.625 0.724 0.039 -0.088
C -2.243 -0.579 -3.655 -0.649 0.582 -0.452 -0.090
C -2.528 -1.979 -4.082 -0.951 -0.669 -0.448 -0.032
C -1.304 -2.910 -4.274 -0.783 -1.058 -0.855 -0.027
C -1.484 1.206 2.016 -0.055 0.359 0.612 0.001
H 0.285 -3.472 -2.870 -0.211 0.535 -0.028 -0.008
H 1.958 -1.851 -3.448 -0.465 -0.037 -0.034 -0.006
H 1.113 -1.576 -5.934 0.106 0.329 0.155 -0.008
H 1.731 -0.158 -5.057 -0.187 -0.289 -0.131 0.001
H -0.070 0.787 -5.950 -0.163 -0.325 0.118 0.001
H -0.964 -0.673 -6.190 0.075 -0.065 0.225 -0.003
H -1.512 1.377 -4.359 -0.008 -0.499 0.465 -0.003
H -3.074 -0.060 -3.185 -0.271 0.036 -0.108 0.000
H -3.118 -2.020 -5.016 0.109 0.081 0.244 -0.011
H -3.185 -2.412 -3.308 0.185 0.018 -0.229 0.000
H -1.687 -3.916 -4.013 0.398 0.377 -0.139 -0.001
H -1.075 -2.986 -5.352 0.133 0.193 0.382 -0.005
H -0.618 0.544 1.971 0.044 0.306 0.081 0.000
H -2.196 0.738 2.712 0.017 0.400 -0.252 0.000
H -1.172 2.198 2.373 -0.101 -0.390 0.015 0.000
C 1.795 2.268 7.604 -0.032 -0.121 0.127 0.000
C 1.934 2.040 6.119 -0.222 0.002 -0.069 0.000
C 1.550 3.040 5.216 0.104 0.000 -0.118 0.000
C 1.733 2.878 3.848 -0.389 0.006 -0.398 0.000
C 2.238 1.668 3.351 0.090 -0.023 0.553 0.000
C 2.636 0.666 4.236 -0.130 -0.290 -0.011 0.000
C 2.435 0.840 5.600 0.112 0.065 0.119 0.000
S 2.351 1.478 1.604 0.780 0.842 -0.553 0.000
O 3.697 1.609 1.092 -2.277 -0.838 0.611 0.000
O 1.882 -0.248 1.549 -0.185 0.533 0.547 -0.001
O 1.231 2.123 0.960 0.906 -0.618 0.250 0.000
H 2.322 3.189 7.898 -0.150 -0.301 -0.112 0.000
H 0.739 2.391 7.900 0.351 -0.050 -0.169 0.000
H 2.217 1.431 8.178 -0.157 0.306 -0.195 0.000
H 1.074 3.947 5.597 0.367 -0.173 -0.194 0.000
H 1.470 3.670 3.149 -0.076 -0.108 0.216 0.000
H 3.075 -0.260 3.880 -0.120 0.085 -0.021 0.000
H 2.655 0.022 6.291 0.157 0.306 -0.297 0.000
```
Forces are in eV/Å.

The HOMO energy (alpha / beta) comes out at -12.19 / -11.19 eV. As for the total energy: -84652.9986 eV. The spin multiplicity is 2. Its HOMO-LUMO gap (alpha / beta) is 6.336 / 5.353 eV. The lowest unoccupied orbital energy (alpha / beta) is -0.21524 / -0.21442 hartree. As for the expectation value of S²: 1.164. Its charge is +2.



Here is a molecular structure, C18H7Cl5N3O2RuTe4 from the OMol25 dataset. Energies are from the ωB97M-V functional and the def2-TZVPD basis.

Structure (XYZ):
```
40
Properties=species:S:1:pos:R:3:forces:R:3:lowdin_spin:R:1
Ru -1.009 -1.748 0.128 0.004 0.079 0.182 0.076
Cl -0.311 -3.379 1.989 -0.016 0.019 -0.027 0.010
C -0.379 -1.822 2.818 0.001 -0.015 0.036 0.005
C -0.820 -0.821 1.969 -0.011 0.009 0.000 0.004
C -0.912 0.436 2.547 0.014 0.000 0.028 0.000
Cl -1.464 1.773 1.579 -0.007 0.000 -0.005 0.000
C -0.579 0.663 3.886 0.005 0.001 -0.017 0.000
Cl -0.706 2.240 4.563 -0.002 0.004 0.000 0.000
C -0.137 -0.391 4.688 0.000 0.001 -0.001 0.000
Cl 0.281 -0.126 6.336 0.000 -0.001 0.002 0.000
C -0.032 -1.672 4.146 0.003 0.003 0.003 0.000
Cl 0.507 -3.010 5.077 0.001 -0.005 -0.001 0.000
Te -3.503 -2.083 0.852 0.060 -0.054 -0.140 0.529
Te -4.611 -4.044 -0.560 -0.071 0.047 0.074 0.275
Te -2.410 -5.372 -1.341 0.047 -0.052 0.023 0.042
Te -0.886 -3.292 -2.071 -0.010 -0.034 -0.157 0.018
O 2.130 3.924 -3.667 0.021 -0.037 -0.009 0.000
N 1.152 3.727 -2.980 0.004 0.022 0.059 0.000
O 0.261 4.530 -2.791 -0.074 -0.095 0.005 0.000
C 1.064 2.425 -2.282 -0.084 0.052 -0.079 0.000
C 2.231 1.901 -1.864 -0.022 -0.036 0.027 0.000
C 2.246 0.666 -1.146 0.032 -0.006 0.003 0.000
C 3.423 0.045 -0.699 0.003 -0.008 0.004 0.000
C 3.328 -1.156 -0.046 0.010 0.010 -0.001 0.000
C 2.069 -1.725 0.170 -0.005 -0.028 0.015 0.001
N 0.948 -1.147 -0.225 -0.039 0.016 -0.011 0.002
C 1.030 0.034 -0.883 -0.006 -0.013 0.007 0.000
C -0.202 0.593 -1.345 -0.020 0.065 -0.034 0.000
N -1.324 -0.124 -1.063 0.076 0.015 0.007 0.003
C -2.466 0.299 -1.579 -0.038 -0.029 0.015 0.015
C -2.564 1.464 -2.338 0.003 0.039 -0.029 0.001
C -1.454 2.232 -2.578 0.050 -0.071 0.070 0.000
C -0.217 1.792 -2.073 0.054 0.015 0.005 0.000
H 3.158 2.416 -2.077 0.000 0.007 -0.006 0.000
H 4.383 0.511 -0.880 -0.004 0.004 -0.005 0.000
H 4.207 -1.676 0.306 -0.001 -0.001 0.000 0.000
H 1.963 -2.675 0.676 0.004 -0.003 -0.002 0.000
H -3.338 -0.305 -1.375 -0.002 0.003 -0.009 0.020
H -3.531 1.752 -2.724 0.006 0.009 -0.005 0.000
H -1.527 3.145 -3.143 0.013 0.065 -0.025 0.000
```
Forces are in eV/Å.

The HOMO energy (alpha / beta) comes out at -6.95 / -6.93 eV. As for the total energy: -121711.6387 eV. The spin multiplicity is 2. Its HOMO-LUMO gap (alpha / beta) is 5.455 / 4.736 eV. The lowest unoccupied orbital energy (alpha / beta) is -0.05480 / -0.08062 hartree. As for the expectation value of S²: 0.758. Its charge is 0. The value obtained for the energy above the lowest of the compared OMol25 structures with the same formula, charge and spin is 0.00 kcal per mole.



Here is 4 unconnected molecules or ions with the total composition C9H26O7 from the OMol25 dataset. Energies are from the ωB97M-V functional and the def2-TZVPD basis.

Structure (XYZ):
```
42
Properties=species:S:1:pos:R:3:forces:R:3:nbo_charge:R:1
C 0.106 2.445 -0.213 2.340 -0.214 0.302 -0.638
C -0.311 1.200 0.524 -1.411 -0.195 1.267 0.093
C 0.350 -0.070 0.043 0.332 -0.351 -1.113 -0.649
O -0.147 1.333 1.958 0.664 0.260 -0.264 -0.749
H 1.186 2.532 0.017 -0.090 0.060 -0.089 0.201
H -0.270 3.401 0.137 -0.763 -0.216 -0.194 0.233
H 0.133 2.296 -1.291 -0.635 0.196 -0.053 0.217
H -1.400 1.082 0.480 0.102 -0.088 -0.340 0.177
H -0.192 -0.423 -0.840 0.031 -0.124 0.058 0.221
H 0.386 -0.886 0.764 -0.359 0.189 0.248 0.221
H 1.383 0.053 -0.301 -0.016 0.357 0.164 0.210
H 0.769 1.118 2.178 -0.057 0.050 0.065 0.476
O 0.519 -1.200 3.908 0.046 0.381 -0.484 -0.747
C -0.891 -1.425 3.694 1.223 -0.252 1.093 -0.089
C -1.756 -0.507 4.545 -0.540 -1.141 -1.015 -0.076
O -1.636 0.848 4.276 0.078 0.521 0.529 -0.737
H 0.753 -1.409 4.816 -0.167 0.016 0.081 0.466
H -1.007 -1.323 2.619 -0.371 0.088 -0.007 0.180
H -1.055 -2.456 4.025 -0.571 -0.028 -0.389 0.166
H -1.590 -0.804 5.587 0.304 0.606 0.209 0.153
H -2.790 -0.831 4.352 -0.077 0.083 -0.014 0.160
H -1.051 1.027 3.522 -0.079 -0.249 -0.058 0.506
O 0.406 -5.613 -1.222 0.544 -0.295 0.636 -0.724
C 0.288 -4.301 -0.660 -0.276 -0.608 -0.721 -0.092
C -0.680 -4.213 0.502 -0.765 -0.504 -0.532 -0.096
O -2.002 -4.470 0.001 -0.287 0.671 -0.072 -0.729
H -0.449 -5.944 -1.506 -0.105 0.243 -0.084 0.457
H 1.295 -3.965 -0.419 -0.003 -0.105 0.104 0.188
H -0.111 -3.708 -1.491 0.045 0.622 0.435 0.174
H -0.668 -3.190 0.879 -0.167 -0.051 0.100 0.185
H -0.570 -4.924 1.325 0.893 0.165 -0.052 0.180
H -2.094 -5.392 -0.251 0.127 -0.114 0.203 0.458
O 1.045 5.681 -3.795 -0.017 -0.230 -0.090 -0.714
C 0.624 4.325 -3.657 0.334 0.108 -0.608 -0.087
C 1.268 3.409 -4.693 -0.380 -0.469 0.402 -0.098
O 2.500 2.917 -4.173 0.313 0.209 0.102 -0.739
H 2.003 5.654 -3.890 -0.010 0.145 0.124 0.462
H 0.898 3.965 -2.664 -0.203 -0.173 0.039 0.175
H -0.455 4.289 -3.803 -0.023 0.225 0.188 0.180
H 1.361 3.919 -5.654 0.163 0.096 0.063 0.179
H 0.615 2.541 -4.849 -0.004 0.072 -0.028 0.168
H 3.235 3.018 -4.780 -0.164 0.045 -0.205 0.476
```
Forces are in eV/Å.

The SMILES is CC(C)O.OCCO.OCCO.OCCO. The HOMO energy comes out at -9.79 eV. As for the total energy: -24084.7737 eV. The spin multiplicity is 1. Its HOMO-LUMO gap is 10.350 eV. The lowest unoccupied orbital energy is 0.02073 hartree. Its charge is 0. The value obtained for the energy above the lowest of the compared OMol25 structures with the same formula, charge and spin is 16.15 kcal per mole.



Here is 2 unconnected molecules or ions with the total composition C4H9N from the OMol25 dataset. Energies are from the ωB97M-V functional and the def2-TZVPD basis.

Structure (XYZ):
```
14
Properties=species:S:1:pos:R:3:forces:R:3:nbo_charge:R:1
C -1.054 0.962 1.062 0.491 -0.315 1.607 -0.616
C -0.546 -0.317 1.196 -0.981 1.455 -0.302 0.057
N -1.171 -1.541 1.157 -3.877 2.544 0.075 -0.794
H -1.935 1.321 1.679 0.442 -0.752 -1.803 0.222
H -0.320 1.757 0.787 -0.521 -0.708 0.844 0.206
H 0.479 -0.465 1.396 1.456 0.111 -0.592 0.170
H -0.614 -2.250 0.827 1.357 -1.833 -0.703 0.378
H -2.067 -1.446 0.607 1.386 -0.598 1.103 0.381
C 1.777 0.485 -1.106 -0.199 -1.257 -1.024 -0.397
C 0.993 0.514 -2.250 2.663 0.678 1.752 -0.395
H 2.943 0.230 -1.086 -2.815 0.680 -0.456 0.205
H 1.305 0.461 -0.079 0.674 0.495 -1.579 0.195
H 1.400 0.488 -3.246 0.916 -0.349 -0.102 0.186
H -0.015 0.824 -2.400 -0.991 -0.149 1.180 0.202
```
Forces are in eV/Å.

The SMILES is C=CN.C=C. The HOMO energy comes out at -7.98 eV. As for the total energy: -5780.7370 eV. The spin multiplicity is 1. Its HOMO-LUMO gap is 8.982 eV. The lowest unoccupied orbital energy is 0.03683 hartree. Its charge is 0. The value obtained for the energy above the lowest of the compared OMol25 structures with the same formula, charge and spin is 70.91 kcal per mole.